Here is a cluster of 7 separate species, C34H75Cl2N2O9S in total at a distorted geometry from the OMol25 dataset. Energies are from ωB97M-V/def2-TZVPD.

Summary:
**Max |F|**: 0.0990 Eh/bohr
**E_HOMO**: -0.400 Ha
**LUMO level**: -4.1 eV
**Kohn-Sham gap**: 0.2506 hartree
**Charge**: +1

```
123
Properties=species:S:1:pos:R:3:forces:R:3:lowdin_charge:R:1
C 6.100213 1.072232 1.095685 -0.8 0.6 0.4 -0.130
C 5.401709 0.488531 -0.235071 1.1 -0.3 0.6 -0.678
Cl 5.199120 1.887412 -1.435075 0.0 -1.1 1.0 0.564
C 4.050114 -0.319644 0.038183 -0.2 0.2 0.1 -0.568
Cl 3.404286 -1.024660 -1.551963 0.4 0.5 1.4 0.617
C 2.890492 0.549838 0.742177 0.7 0.5 1.0 -0.305
C 1.835306 -0.393334 1.503616 1.8 -1.6 -0.9 -0.045
N 0.720631 0.358267 2.194683 -0.6 -0.8 0.0 0.116
C 0.509512 1.756108 1.688412 -1.5 2.4 -2.2 -0.372
C -1.045095 2.190420 1.890537 -1.0 -0.1 -0.9 -0.004
C -1.969887 1.725224 0.646895 -1.9 -2.7 -1.2 -0.378
O -2.495552 0.580972 0.581146 2.6 4.3 0.6 0.065
O -2.183817 2.600947 -0.467031 0.7 -0.9 3.1 0.067
N 1.327565 2.802458 2.367174 -2.3 -0.6 4.5 0.110
C 0.970907 2.982095 3.606024 2.9 -1.2 0.3 -0.621
S 1.004595 2.970482 5.275129 -0.6 0.4 -4.6 0.739
C 0.885420 1.713781 0.101946 -0.3 -0.2 -0.3 -0.080
O 2.295990 1.535035 -0.144219 -0.9 -0.8 1.2 -0.142
H 6.241215 0.270032 1.913323 0.0 1.0 -1.5 0.082
H 5.425302 1.879286 1.579509 1.0 -1.2 -0.9 0.078
H 7.084380 1.623837 0.857210 -1.5 -1.2 0.2 0.096
H 6.162290 -0.225989 -0.719688 -1.4 1.0 0.6 0.115
H 4.307057 -1.220877 0.713174 -0.3 1.4 -1.0 0.123
H 3.424899 1.162454 1.568835 -0.8 -1.0 -1.1 0.149
H 2.424883 -0.939987 2.327845 -0.9 0.7 -1.4 0.162
H 1.362280 -1.183704 0.806555 0.8 1.4 1.0 0.160
H -0.160098 -0.166004 1.977145 0.6 0.5 0.2 0.192
H 0.852259 0.271903 3.215920 -0.1 0.5 -0.4 0.181
H -1.465242 1.722919 2.853709 0.6 0.6 -1.5 0.149
H -1.184749 3.322746 1.969327 0.7 -1.5 0.0 0.130
H -2.084398 3.537342 -0.178344 0.0 -0.7 -0.2 0.121
H 0.347569 0.845351 -0.442325 0.4 1.2 1.1 0.160
H 0.518675 2.687624 -0.397767 0.9 -1.5 0.9 0.167
C 0.301440 -1.539176 -3.231815 -0.2 0.1 0.1 -0.106
C 0.799762 -2.630083 -4.165414 -0.1 -0.1 0.1 -0.282
O 0.252248 -3.910327 -3.886634 0.3 0.0 0.1 -0.167
C -1.163699 -4.025421 -3.976210 -0.1 -0.1 -0.1 -0.270
C -1.711908 -3.696021 -5.353800 0.1 0.1 -0.1 -0.071
H 0.523338 -1.797064 -2.190682 0.0 0.0 -0.1 0.051
H 0.782210 -0.586028 -3.469025 0.0 -0.1 0.0 0.073
H -0.777899 -1.396623 -3.309304 0.0 0.0 -0.1 0.068
H 1.883158 -2.723341 -4.050020 -0.1 -0.2 0.0 0.100
H 0.623513 -2.362556 -5.211876 -0.1 0.1 0.0 0.112
H -1.641893 -3.412967 -3.204064 0.0 0.1 0.0 0.105
H -1.408061 -5.064499 -3.738997 0.2 0.1 0.0 0.110
H -1.503101 -2.663520 -5.641886 -0.1 0.0 0.0 0.065
H -2.795009 -3.837405 -5.374862 0.1 0.0 0.0 0.077
H -1.259581 -4.343911 -6.109579 -0.1 0.0 0.1 0.085
C -0.908418 7.465578 3.201340 0.0 -0.1 0.1 -0.074
C -1.869881 7.146346 2.068992 0.1 0.2 0.1 -0.271
O -2.494135 5.873047 2.194835 0.2 -0.5 -0.2 -0.192
C -3.283699 5.668370 3.362203 -0.2 0.1 0.1 -0.285
C -4.438509 6.645476 3.491200 0.0 0.1 -0.1 -0.071
H -0.129808 6.698357 3.270087 0.0 0.1 0.0 0.072
H -0.432943 8.435359 3.035124 0.0 -0.1 0.0 0.084
H -1.414386 7.503645 4.167417 0.0 0.1 0.0 0.069
H -1.312031 7.127893 1.129319 -0.1 -0.2 0.0 0.117
H -2.626229 7.929339 1.962564 0.0 0.0 0.1 0.111
H -2.649447 5.687112 4.254986 0.0 0.1 0.0 0.105
H -3.686252 4.652877 3.292273 0.1 0.0 -0.2 0.113
H -4.094188 7.677813 3.572262 -0.1 0.0 0.1 0.071
H -5.030162 6.418690 4.381149 0.1 0.0 -0.1 0.085
H -5.088716 6.586267 2.614306 0.0 0.0 0.1 0.084
C -4.389608 -8.871335 -3.643839 -0.1 0.1 -0.1 -0.079
C -3.369684 -8.060846 -2.861790 -0.1 -0.1 -0.1 -0.276
O -3.499584 -6.656520 -3.043606 0.2 0.2 -0.1 -0.179
C -4.740576 -6.081581 -2.655824 0.0 -0.1 0.0 -0.278
C -5.068666 -6.281508 -1.186173 0.1 -0.1 0.1 -0.081
H -4.317042 -8.647724 -4.712857 0.0 -0.1 0.1 0.084
H -4.220606 -9.941009 -3.495696 0.0 0.1 0.0 0.080
H -5.411984 -8.649231 -3.333240 0.0 -0.1 0.1 0.065
H -2.368377 -8.327874 -3.208610 0.0 0.2 0.0 0.119
H -3.403074 -8.309318 -1.796358 -0.1 0.0 0.0 0.105
H -5.546629 -6.457463 -3.294400 0.0 0.0 0.1 0.107
H -4.663325 -5.009069 -2.857641 0.2 -0.1 -0.1 0.115
H -5.165312 -7.337844 -0.928332 -0.1 0.0 0.0 0.066
H -6.011173 -5.788090 -0.937051 0.1 0.0 0.0 0.078
H -4.277506 -5.862710 -0.557893 -0.1 0.0 -0.1 0.080
C 6.136969 -4.137800 -2.727304 -0.1 0.1 0.1 -0.083
C 6.036064 -5.522806 -3.343499 -0.1 0.0 0.0 -0.276
O 4.800452 -6.172533 -3.077179 0.0 -0.1 0.1 -0.161
C 3.627320 -5.518087 -3.546663 0.0 0.0 -0.1 -0.275
C 3.605049 -5.317480 -5.051939 0.1 0.0 -0.1 -0.072
H 5.993267 -4.190708 -1.642905 0.1 0.0 -0.1 0.072
H 7.117460 -3.699324 -2.931539 -0.1 -0.1 0.0 0.079
H 5.379045 -3.459635 -3.123763 0.1 0.0 -0.1 0.052
H 6.818566 -6.155385 -2.917205 -0.2 -0.1 0.0 0.119
H 6.221682 -5.488130 -4.421482 0.0 0.1 0.0 0.107
H 3.489121 -4.567290 -3.019989 0.0 0.1 0.0 0.093
H 2.782762 -6.151974 -3.262663 0.2 0.0 0.1 0.122
H 4.425755 -4.682768 -5.392809 -0.1 0.1 0.0 0.068
H 2.667502 -4.846886 -5.357925 0.0 -0.1 0.1 0.067
H 3.699067 -6.277651 -5.566494 0.0 0.1 0.1 0.085
C -7.192981 11.916263 2.360400 -0.1 0.0 0.1 -0.079
C -6.258980 10.870128 1.775648 -0.1 0.1 0.0 -0.280
O -6.463817 9.566154 2.304455 0.2 -0.2 0.1 -0.178
C -7.753252 9.000102 2.107128 0.0 0.0 -0.1 -0.280
C -8.134048 8.854196 0.643852 0.1 0.1 -0.1 -0.079
H -7.086212 11.958336 3.448948 0.0 0.0 -0.1 0.084
H -6.967513 12.902336 1.946213 0.0 -0.1 0.0 0.080
H -8.239502 11.695210 2.144051 0.0 0.1 -0.1 0.066
H -5.228987 11.145047 2.016524 0.0 -0.2 0.1 0.116
H -6.325090 10.850338 0.683313 -0.1 0.0 0.0 0.105
H -8.506128 9.576139 2.654910 0.0 0.0 -0.1 0.107
H -7.731164 8.007624 2.566911 0.2 0.1 0.0 0.113
H -8.178953 9.818610 0.134407 -0.1 0.0 0.0 0.067
H -9.114399 8.380737 0.552080 0.1 0.0 0.0 0.079
H -7.398144 8.240216 0.117053 -0.1 0.0 0.1 0.080
C 4.496353 -5.272893 3.374016 0.0 0.1 0.1 -0.076
C 5.303091 -4.609617 2.270519 -0.1 -0.2 0.0 -0.274
O 5.492859 -3.212066 2.465829 -0.2 0.4 -0.2 -0.192
C 6.180876 -2.826940 3.650506 0.1 -0.1 0.1 -0.285
C 7.586668 -3.393264 3.746508 0.1 -0.1 -0.1 -0.072
H 3.515463 -4.795825 3.470461 0.1 -0.1 -0.1 0.077
H 4.351622 -6.333603 3.154778 0.0 0.1 0.0 0.084
H 4.991909 -5.197475 4.343393 0.0 -0.1 0.0 0.068
H 4.764646 -4.721394 1.326084 0.1 0.2 0.0 0.117
H 6.267943 -5.107036 2.135399 0.0 0.0 0.1 0.110
H 5.588648 -3.089892 4.533272 0.0 -0.1 0.0 0.106
H 6.240826 -1.734153 3.634736 -0.1 -0.1 -0.2 0.103
H 7.587292 -4.484360 3.773488 0.0 0.1 0.1 0.070
H 8.078977 -3.035302 4.653675 0.0 0.0 -0.1 0.082
H 8.181515 -3.087359 2.881543 0.0 0.0 0.1 0.085
```
Positions in Å, forces in eV/Å.

***

Here is a cluster of 10 separate species, C34H77FO25S8 in total at a distorted geometry from the OMol25 dataset. Energies are from ωB97M-V/def2-TZVPD.

Summary:
**Max |F|**: 0.0861 Eh/bohr
**E_HOMO**: -0.351 Ha
**LUMO level**: 0.0 eV
**SMILES**: CCOS(C)(=O)=O.CCOS(C)(=O)=O.CCOS(C)(=O)=O.CCOS(C)(=O)=O.CCOS(C)(=O)=O.CCOS(C)(=O)=O.CCOS(C)(=O)=O.CCOS(C)(=O)=O.Fc1ccccc1.C1CCOC1
**Kohn-Sham gap**: 0.3513 hartree

```
145
Properties=species:S:1:pos:R:3:forces:R:3:lowdin_charge:R:1
C 7.710693 -2.562591 -3.176850 -0.5 -0.5 1.5 -0.048
C 7.070884 -2.564187 -1.734336 1.1 -0.6 -0.7 -0.271
O 5.665881 -2.276914 -1.805572 -1.4 -0.7 1.8 -0.284
S 4.628908 -3.035488 -0.656402 -1.2 -0.9 -1.6 0.724
C 3.032516 -2.310104 -1.248039 0.8 -0.9 -0.2 -0.092
O 4.585036 -4.500013 -0.961157 0.6 3.5 1.0 -0.325
O 4.834398 -2.518859 0.687150 0.6 -0.9 -1.3 -0.310
H 7.917032 -1.563956 -3.561879 -0.2 -0.1 0.0 0.063
H 7.109103 -3.166314 -3.856333 -0.2 0.3 0.0 0.077
H 8.648562 -3.111874 -3.094415 0.2 0.2 0.1 0.071
H 7.255393 -3.517940 -1.239954 -0.4 -0.5 -0.4 0.106
H 7.623624 -1.912097 -1.058061 -0.4 0.8 -0.2 0.111
H 2.190658 -2.853254 -0.818650 0.4 -0.2 0.7 0.044
H 2.968374 -2.603936 -2.295724 0.2 0.7 -0.2 0.073
H 2.944752 -1.254128 -0.992474 0.3 -0.1 -0.3 0.049
C -5.523547 -1.638756 1.928279 -1.6 -0.7 0.9 -0.053
C -6.257209 -2.237658 3.150719 0.3 0.1 -0.2 -0.268
O -5.343582 -2.913529 4.015040 1.8 0.6 3.0 -0.267
S -4.914564 -2.179937 5.485885 -3.1 0.4 0.0 0.671
C -4.314438 -0.541732 4.954238 0.0 -0.7 0.6 -0.111
O -6.143781 -1.944710 6.267663 1.8 -0.2 -1.7 -0.324
O -3.897024 -2.949822 6.131012 0.0 0.2 -1.1 -0.276
H -4.688837 -0.977822 2.161769 -0.1 -0.3 0.0 0.042
H -6.321349 -1.055469 1.468511 0.3 0.2 -0.5 0.077
H -5.278676 -2.512867 1.324899 0.4 0.5 -0.2 0.060
H -6.880335 -1.552597 3.725606 0.1 0.3 0.0 0.109
H -6.914351 -3.050855 2.842526 -0.1 0.2 -0.3 0.124
H -5.133335 0.037409 4.527507 0.1 -0.4 -0.5 0.065
H -3.424974 -0.721737 4.350457 -0.3 0.3 -0.2 0.062
H -4.049260 0.023567 5.847663 0.2 -0.4 0.2 0.071
C -1.332395 -7.810016 2.408979 -0.8 -0.2 1.6 -0.045
C -1.800593 -6.492317 1.910090 2.8 2.0 -0.5 -0.363
O -2.907587 -6.554797 1.091818 -2.9 1.2 -1.7 -0.232
S -3.395887 -5.106858 0.352547 1.4 0.3 2.0 0.710
C -1.951265 -4.891188 -0.795076 -1.7 -0.4 0.2 -0.086
O -4.564311 -5.386516 -0.435352 0.9 -0.1 0.6 -0.273
O -3.446478 -4.050361 1.384833 0.3 -2.1 -2.0 -0.308
H -0.355558 -7.694979 2.878721 0.3 0.0 -0.5 0.066
H -1.383740 -8.607484 1.667696 0.1 0.1 0.1 0.094
H -1.941767 -8.022300 3.287439 -0.3 -0.7 -0.2 0.086
H -1.835483 -5.688916 2.645907 -0.7 -0.4 0.6 0.122
H -0.985183 -6.101455 1.301455 0.4 0.0 -0.4 0.077
H -0.960762 -4.863961 -0.340913 -0.4 0.3 0.2 0.036
H -2.245424 -4.008462 -1.362849 0.4 0.1 0.1 0.065
H -2.076777 -5.757053 -1.445177 0.2 0.0 0.0 0.069
C 0.104768 0.712233 -4.464508 0.1 -1.2 0.8 -0.053
C -1.375176 0.512631 -4.072888 3.2 -0.6 -0.4 -0.295
O -1.980224 1.239539 -5.129533 -3.2 0.4 0.5 -0.256
S -3.615348 1.416822 -4.908519 -0.2 0.9 0.5 0.709
C -3.576685 2.500115 -3.379704 0.1 -1.2 -1.3 -0.092
O -4.127695 2.233091 -6.028359 1.2 -2.1 2.2 -0.304
O -4.146669 0.118102 -4.492181 0.5 1.8 -1.1 -0.304
H 0.692772 0.254045 -3.669266 0.2 0.2 0.0 0.051
H 0.392421 1.758732 -4.565537 -0.2 -0.1 -0.1 0.072
H 0.330170 0.130777 -5.358497 0.0 0.4 -0.2 0.087
H -1.590172 -0.555585 -4.044802 -0.4 0.0 -0.6 0.124
H -1.443085 0.805645 -3.025209 -0.9 1.0 -0.2 0.093
H -3.200383 1.915706 -2.540089 0.0 0.0 -0.2 0.044
H -4.605751 2.787677 -3.164199 0.2 0.3 -0.3 0.062
H -2.863404 3.276201 -3.657207 -0.4 0.3 0.2 0.055
C 2.760771 -6.957013 3.407200 -1.1 0.9 -1.5 -0.031
C 2.036851 -5.956026 2.370484 2.6 -1.1 0.9 -0.270
O 1.227755 -5.082380 3.134027 -2.1 1.7 -0.5 -0.281
S 0.744743 -3.611007 2.444599 0.1 1.1 1.7 0.726
C 2.251746 -2.626238 2.893714 -1.3 0.1 -1.1 -0.080
O 0.753616 -3.737640 0.980334 -0.4 -0.2 2.0 -0.333
O -0.419647 -3.047080 3.202953 3.1 -2.2 -2.2 -0.299
H 2.116022 -7.823306 3.555288 0.0 0.2 0.6 0.059
H 2.999860 -6.376388 4.298162 -0.2 -0.4 0.1 0.076
H 3.681360 -7.346328 2.972403 0.0 0.2 -0.1 0.070
H 2.860000 -5.382301 1.944597 -0.1 0.1 -0.4 0.098
H 1.555440 -6.517250 1.569626 -0.5 0.3 0.2 0.111
H 3.081844 -3.043540 2.323719 0.1 -0.3 0.6 0.038
H 2.351768 -2.444355 3.963762 0.0 -0.6 -0.1 0.078
H 2.079841 -1.660741 2.417914 -0.2 0.1 -0.1 0.058
C 7.732137 2.658276 -2.772649 1.8 0.1 2.6 -0.091
C 6.598914 2.170975 -3.573263 1.4 -0.2 -0.1 -0.297
O 5.570973 3.090690 -3.246926 -1.8 -0.1 -1.1 -0.248
S 4.064541 2.669287 -3.642732 -2.1 -0.4 -0.6 0.678
C 3.722684 1.489396 -2.303318 -0.1 0.6 -0.3 -0.093
O 3.242609 3.878715 -3.425975 1.8 -2.2 -0.5 -0.317
O 3.979378 1.915191 -4.917107 0.7 1.9 2.5 -0.305
H 8.674394 2.136190 -2.939020 0.0 0.1 -0.7 0.086
H 7.629836 2.480546 -1.702118 -0.6 -0.3 0.2 0.081
H 7.883946 3.737457 -2.751761 0.0 0.0 -0.9 0.091
H 6.993748 2.217476 -4.588177 -1.1 0.0 -0.5 0.130
H 6.368156 1.139909 -3.305415 -0.3 0.0 -0.1 0.114
H 3.735714 2.052359 -1.370043 0.3 -0.2 0.0 0.046
H 4.459472 0.687746 -2.354327 0.0 0.2 0.2 0.061
H 2.729341 1.050449 -2.396581 0.0 0.2 -0.4 0.053
C 0.122880 4.241540 -2.992877 -0.4 -0.7 -0.2 -0.056
C -0.531105 5.243478 -2.071704 1.4 0.8 -1.6 -0.346
O -1.157249 4.635060 -1.003502 -1.5 0.0 3.7 -0.263
S -1.679589 5.703190 0.240847 -2.2 0.3 -2.2 0.704
C -2.897029 6.778657 -0.760480 1.9 -0.5 0.8 -0.071
O -2.483528 5.009144 1.232312 1.8 0.0 -1.2 -0.296
O -0.576809 6.558231 0.583253 -0.2 -0.8 0.2 -0.286
H 0.736546 3.525009 -2.446891 0.2 0.2 0.2 0.070
H 0.766839 4.809748 -3.664122 0.0 -0.3 -0.1 0.089
H -0.574943 3.624372 -3.558797 -0.2 0.2 -0.2 0.058
H 0.342724 5.835505 -1.799620 -0.4 0.6 0.7 0.116
H -1.251014 5.863942 -2.605415 0.1 0.1 -0.2 0.114
H -2.175668 7.520789 -1.102515 -0.5 0.3 -0.1 0.053
H -3.601710 7.195744 -0.041072 0.1 -0.2 -0.1 0.066
H -3.351733 6.284970 -1.619329 0.0 -0.3 0.4 0.063
C 2.805015 5.535289 1.587523 0.9 1.0 0.9 -0.082
C 2.617374 4.579498 0.479903 -1.9 -1.2 -0.4 -0.225
O 2.196040 3.230708 0.974793 2.1 -0.4 0.9 -0.290
S 3.420232 2.383063 1.675349 0.6 -2.8 -1.8 0.673
C 2.641010 2.088273 3.341472 0.2 1.4 -0.9 -0.079
O 3.469304 1.053333 1.010620 -0.6 2.4 1.3 -0.346
O 4.694707 3.109227 1.588348 -2.4 -0.4 0.9 -0.298
H 2.907023 6.543941 1.187141 0.2 0.0 -0.2 0.093
H 3.710417 5.310264 2.151181 0.0 0.1 0.0 0.073
H 1.989800 5.629294 2.304942 -0.3 -0.5 -0.3 0.088
H 1.683892 4.811839 -0.032667 0.3 0.3 -0.4 0.101
H 3.430060 4.428258 -0.230568 0.0 0.3 0.2 0.120
H 1.809001 1.395025 3.217899 0.4 -0.2 -0.3 0.066
H 2.187862 3.056179 3.555734 0.1 0.0 0.3 0.053
H 3.348768 1.826706 4.128076 0.1 -0.2 -0.4 0.072
F 0.625235 -0.156177 -1.425343 1.1 -0.3 -0.7 0.059
C -0.280466 0.006074 -0.474289 -1.8 0.0 0.7 -0.285
C -0.682662 1.287266 -0.133122 1.7 -0.4 -0.5 -0.015
C -1.633638 1.449490 0.828309 1.1 1.6 0.1 -0.099
C -2.216294 0.378443 1.403346 -1.3 -0.6 1.1 -0.102
C -1.953558 -0.907865 0.981690 0.4 0.4 -0.1 -0.037
C -0.927477 -1.107544 0.048242 -0.9 -0.1 -0.2 0.014
H -0.110741 2.146804 -0.450151 0.0 0.0 -0.4 0.102
H -1.701975 2.474715 1.160928 -0.8 0.0 0.3 0.098
H -2.922683 0.535594 2.205031 -0.2 -0.1 0.0 0.086
H -2.597300 -1.650066 1.430164 0.5 -0.7 -0.3 0.088
H -0.781329 -2.088195 -0.379985 0.4 -0.1 0.1 0.095
C -5.391497 3.552867 0.953302 1.0 1.4 1.9 -0.173
C -4.708598 3.010950 -0.246484 -0.6 -0.3 -0.5 -0.196
C -5.131872 1.556491 -0.105118 -0.3 -1.0 -0.5 -0.169
O -5.428318 1.335039 1.301283 1.2 -0.3 -0.6 -0.155
C -5.011070 2.495561 1.984569 -1.5 0.7 0.9 -0.218
H -6.478422 3.582316 0.876954 0.0 -0.1 -0.2 0.129
H -5.016054 4.554210 1.164149 -0.1 0.1 0.3 0.101
H -3.620804 3.049542 -0.188902 0.0 0.4 0.2 0.085
H -5.050780 3.600450 -1.097078 0.0 -0.6 -0.4 0.109
H -4.343639 0.890602 -0.456388 0.1 -0.2 0.2 0.105
H -6.046497 1.267515 -0.622853 0.0 0.3 -0.2 0.127
H -3.998283 2.546123 2.384349 0.7 -0.2 -0.9 0.106
H -5.571086 2.515554 2.919493 -0.6 0.2 -0.1 0.119
```
Positions in Å, forces in eV/Å.